Density functional theory data (ωB97M-V with the def2-TZVPD basis set) for one molecule with the formula CH4FNO2S2 in a non-equilibrium geometry.

Summary:
Energy relative to the best compared isomer or geometry (same formula, charge and spin) ... 0.00 kJ/mol
Expectation value of S² ... 2.0089
2S+1 ... 3
HOMO (alpha / beta) ... -6.9 / -10.4 eV
Orbital gap (alpha / beta) ... 7.487 / 7.033 eV
E_tot ... -31068.249 eV

Positions of all 11 atoms, in Å:
C1 -2.3390 0.4892 0.6058
N1 3.0753 0.8300 -0.4692
O1 0.5224 0.7090 -0.1038
O2 -1.1353 -1.5383 -0.2199
F1 1.6381 -1.4288 0.0542
S1 -1.2940 0.0411 -0.5365
S2 1.9606 0.3820 0.4148
H1 -0.1903 -1.7895 -0.2832
H2 -2.7708 1.4677 0.5440
H3 -2.5531 -0.1238 1.4561
H4 3.0863 0.9614 -1.4624


Density functional theory data (ωB97M-V with the def2-TZVPD basis set) for a 6-piece molecular cluster, C18H18F6O18 overall in a non-equilibrium geometry.

Summary:
Energy relative to the best compared isomer or geometry (same formula, charge and spin) ... 58.59 kJ/mol
Expectation value of S² ... 0.7540
Net charge ... +1
2S+1 ... 2
HOMO (alpha / beta) ... -12.1 / -12.1 eV
Orbital gap (alpha / beta) ... 7.858 / 1.280 eV
E_tot ... -72105.106 eV

Positions of all 60 atoms, in Å:
C1 -3.1690 -6.1147 1.2019
C2 -3.3386 -5.7312 -0.2638
O1 -4.0513 -6.9025 -0.7765
C3 -4.4051 -7.6814 0.2460
O2 -5.0494 -8.7062 0.2370
O3 -3.9296 -7.2328 1.3643
F1 -2.0879 -5.9107 -0.8006
H1 -3.5642 -5.3122 1.8247
H2 -2.1644 -6.3471 1.5554
H3 -3.7655 -4.7646 -0.5312
C4 4.5276 0.7316 3.2394
C5 4.2257 1.5782 1.9922
O4 4.4256 2.8700 2.5388
C6 5.1819 2.8741 3.6394
O5 5.7084 3.8828 4.0728
O6 5.3101 1.5728 4.0693
F2 3.0490 1.3200 1.6157
H4 5.2233 -0.0771 3.0153
H5 3.5784 0.3805 3.6443
H6 4.9033 1.4153 1.1541
C7 2.3208 -0.7148 -2.9774
C8 3.1059 0.4474 -2.4324
O7 3.7016 -0.0883 -1.2933
C9 3.0645 -1.2696 -0.9004
O8 3.2507 -1.8608 0.1317
O9 2.1627 -1.5695 -1.8292
F3 2.2018 1.3314 -1.9388
H7 2.8782 -1.2937 -3.7138
H8 1.3928 -0.4352 -3.4762
H9 3.7303 0.9981 -3.1359
C10 -5.2584 0.0018 -1.0023
C11 -4.9109 1.4663 -0.9978
O10 -5.0202 1.7790 -2.3677
C12 -4.9584 0.6333 -3.0749
O11 -4.8032 0.5599 -4.2902
O12 -5.0358 -0.3874 -2.2899
F4 -3.7458 1.7507 -0.5483
H10 -6.3133 -0.2505 -0.8945
H11 -4.6939 -0.4904 -0.2103
H12 -5.6794 2.0661 -0.5102
C13 2.2205 4.7490 1.0257
C14 1.9190 4.0843 -0.2989
O13 2.0933 5.2195 -1.1714
C15 1.7134 6.2930 -0.5486
O14 1.2909 7.3129 -1.1992
O15 1.8316 6.0905 0.8109
F5 0.6768 3.6760 -0.3463
H13 3.2911 4.7620 1.2304
H14 1.7993 4.2234 1.8827
H15 2.5552 3.2433 -0.5746
C16 -0.4846 0.4513 -0.0486
C17 -0.2570 -0.3790 1.2634
O16 -0.6551 -1.6706 0.8158
C18 -1.5836 -1.4717 -0.1898
O17 -2.2496 -2.4564 -0.6610
O18 -1.5744 -0.2105 -0.6436
F6 -1.0495 0.1038 2.2570
H16 0.4545 0.2794 -0.5746
H17 -0.7449 1.5076 0.0189
H18 0.7550 -0.3266 1.6650


Density functional theory data (ωB97M-V with the def2-TZVPD basis set) for C23H33EuN2O2P2 as an isolated structure in a non-equilibrium geometry.

Summary:
Energy relative to the best compared isomer or geometry (same formula, charge and spin) ... 0.00 kJ/mol
Expectation value of S² ... 12.0592
Net charge ... +2
2S+1 ... 7
HOMO (alpha / beta) ... -13.3 / -12.6 eV
Orbital gap (alpha / beta) ... 7.916 / 5.330 eV
E_tot ... -69353.292 eV

Positions of all 63 atoms, in Å:
Eu1 0.5044 1.3233 -0.4310
P1 2.2456 -1.0768 0.3538
C1 2.3641 -1.4413 -1.4731
C2 1.0395 -1.6332 -2.2209
N1 -0.0774 -0.9813 -1.7845
C3 -1.2653 -1.3094 -2.3769
C4 -1.3487 -2.1922 -3.4616
C5 -0.1886 -2.7606 -3.9889
C6 1.0200 -2.4931 -3.3322
C7 -2.5756 -0.7284 -1.8504
P2 -2.3633 0.7754 -0.7649
H1 1.9609 -2.9768 -3.6384
H2 -2.3450 -2.4114 -3.8856
H3 -0.2229 -3.4127 -4.8765
H4 -3.2116 -0.4132 -2.7083
H5 -3.1325 -1.5124 -1.2981
H6 2.9627 -0.6343 -1.9624
H7 2.9451 -2.3819 -1.5315
H8 1.3886 4.0818 -2.1843
O1 1.4686 3.1475 -2.4151
H9 2.2874 3.0521 -2.9469
H10 -1.3380 4.5052 -0.0680
O2 -0.6274 4.8587 -0.6322
H11 -0.9261 5.7647 -0.8943
C8 -2.7152 1.9428 -2.1292
H12 -3.7245 1.7002 -2.4756
H13 -2.6822 2.9796 -1.7679
H14 -2.0168 1.8062 -2.9644
C9 -4.0238 0.8178 -0.0095
H15 -4.0884 1.7307 0.6038
H16 -4.7913 0.8663 -0.7889
H17 -4.2125 -0.0552 0.6293
C10 2.4375 -2.7992 0.9607
H18 3.4411 -3.1617 0.6822
H19 2.3618 -2.7877 2.0589
H20 1.6852 -3.4807 0.5451
C11 4.0176 -0.6571 0.5960
H21 4.1561 -0.4188 1.6653
H22 4.6362 -1.5267 0.3419
H23 4.3173 0.2068 -0.0194
C12 0.0422 4.8854 3.6005
C13 0.4314 4.5888 2.2888
C14 0.6636 3.2625 1.9154
C15 0.1402 2.1913 2.7146
C16 -0.3674 2.5341 3.9902
C17 -0.3435 3.8374 4.4653
N2 0.0152 0.9106 2.1990
C18 -0.1742 -0.2046 3.0026
C19 0.3341 -0.3016 4.3182
C20 0.3029 -1.4766 5.0654
C21 -0.2826 -2.6289 4.5086
C22 -0.8604 -2.5646 3.2254
C23 -0.8290 -1.3709 2.4969
H24 0.0218 5.9261 3.9218
H25 0.5807 5.4018 1.5677
H26 1.3115 3.0804 1.0330
H27 -0.7940 1.7646 4.6375
H28 -0.6390 4.0703 5.4897
H29 0.7549 0.5734 4.8024
H30 0.7094 -1.5090 6.0781
H31 -0.3088 -3.5737 5.0453
H32 -1.3694 -3.4369 2.8030
H33 -1.3209 -1.2828 1.5271


Density functional theory data (ωB97M-V with the def2-TZVPD basis set) for a 9-piece molecular cluster, H19O9 overall in a non-equilibrium geometry.

Summary:
Energy relative to the best compared isomer or geometry (same formula, charge and spin) ... 301.19 kJ/mol
Net charge ... +1
HOMO ... -14.0 eV
Orbital gap ... 10.996 eV
E_tot ... -18728.563 eV

Positions of all 28 atoms, in Å:
O1 2.6757 2.0480 2.9917
H1 1.9021 0.2303 0.1968
H2 -2.3870 -3.4061 -1.5094
O2 -1.0784 -0.2214 -3.2959
H3 -4.5073 -0.0345 1.3016
O3 3.0115 -0.8730 2.0041
H4 0.3261 -1.3964 2.2298
H5 3.5547 -1.6769 1.9008
O4 -0.8505 0.1322 -0.6533
H6 3.0977 -0.4410 2.8535
H7 -1.2936 -0.6786 -0.9257
O5 -3.6637 0.0481 1.7052
H8 2.5944 0.7890 -1.1238
H9 -3.4007 0.6980 2.3297
O6 1.7635 0.7741 -0.5808
H10 -0.4104 -0.1539 0.1974
H11 -1.6849 -0.7175 -2.7585
O7 -0.7434 2.5432 -2.1516
H12 3.3353 2.1418 2.2589
H13 -0.1896 1.7750 -2.4097
O8 0.5817 -1.3078 1.2848
H14 0.0364 0.3429 -1.1204
H15 -0.5647 3.3553 -2.6720
O9 -1.9559 -2.5690 -1.3540
H16 1.5215 -1.0232 1.3549
H17 -1.0999 -0.5672 -4.1960
H18 1.8018 2.3215 2.7552
H19 -2.3722 -2.1330 -0.6132